Record 1
The following is a DFT calculation (wB97M-V/def2-TZVPD) of 6 unconnected molecules or ions with the total composition C75H50N2O13P at a distorted geometry.

Multiplicity   1
Max |F|   4.90 eV/A
Net charge   +1
HOMO-LUMO gap   7.282 eV

```
141
Properties=species:S:1:pos:R:3:forces:R:3:mulliken_charge:R:1
N -2.834 3.491 0.063 3.5345 -1.6178 2.5494 -0.394
C -3.645 4.034 -0.483 -3.8433 1.1513 -2.8132 0.590
O -4.620 4.390 -1.298 0.8049 0.3311 0.2047 -0.356
C -4.406 3.943 -2.622 -1.2822 -0.5972 -0.8109 -0.092
C -4.286 2.398 -2.807 -0.3690 -0.4133 -0.4569 -0.559
O -3.499 2.094 -3.953 0.1577 0.7286 0.1128 -0.478
C -2.120 2.404 -3.726 -0.3607 -0.1252 0.4776 -0.158
C -1.974 3.896 -3.287 1.7580 -0.4544 0.7000 -0.751
N -3.262 4.658 -3.322 0.3619 -0.7641 -0.0754 -0.159
P -3.103 6.389 -2.845 -0.6641 3.2653 -0.3877 0.434
O -4.402 7.038 -2.646 -0.2796 -0.7905 0.2665 -0.550
H -5.302 4.250 -3.185 0.3663 0.2088 0.5655 0.492
H -5.300 2.047 -3.061 0.4421 0.1431 0.2363 0.315
H -3.976 1.843 -1.901 0.2485 0.4902 -0.2383 0.410
H -1.513 2.228 -4.624 -0.5651 -0.1424 0.2145 0.386
H -1.781 1.731 -2.915 0.2453 0.5096 -0.3776 0.194
H -1.562 3.889 -2.261 -0.4889 0.3483 -0.3629 0.318
H -1.232 4.437 -3.901 -0.4666 -0.2261 0.0849 0.532
H -3.554 4.680 -4.312 0.0165 0.0513 0.2178 0.491
H -2.198 6.591 -1.773 0.0793 -1.0196 -0.1917 0.161
H -2.535 7.021 -3.991 0.5191 -1.0718 0.2040 0.158
C 2.385 -2.393 -0.548 0.0065 0.0814 -0.0450 -0.649
C 1.193 -1.892 -1.063 -0.0475 -0.0216 0.0034 -0.599
C 1.194 -0.713 -1.791 -0.0721 -0.1411 0.0783 -0.412
C 2.383 -0.023 -1.999 0.0525 -0.0126 0.0329 0.324
C 3.574 -0.514 -1.461 -0.1457 -0.0026 -0.0291 0.328
C 3.572 -1.705 -0.745 -0.0693 -0.1500 0.0860 -0.656
C 4.847 0.236 -1.631 0.4384 -0.2176 0.2102 0.531
O 5.884 -0.191 -1.168 -0.0820 0.0516 -0.0417 -0.651
C 4.821 1.524 -2.373 -0.0968 0.1288 -0.0761 0.251
C 5.989 2.267 -2.494 0.1309 0.1338 -0.0424 -0.600
C 5.981 3.463 -3.195 -0.0774 -0.0321 -0.0111 -0.496
C 4.806 3.918 -3.786 -0.0054 -0.0394 0.0320 -0.546
C 3.638 3.184 -3.664 0.0970 0.1528 -0.0362 -0.483
C 3.637 1.990 -2.950 0.0517 -0.0062 0.0088 0.196
C 2.372 1.229 -2.796 -0.3130 0.0797 -0.1394 0.521
O 1.338 1.627 -3.309 -0.1225 0.1298 0.0200 -0.711
H 2.384 -3.319 0.014 -0.0038 0.0303 -0.0232 0.423
H 0.263 -2.424 -0.898 0.0417 -0.0220 -0.0210 0.548
H 0.266 -0.329 -2.196 0.1041 0.0638 -0.0562 0.463
H 4.497 -2.095 -0.339 0.0341 0.1409 -0.0612 0.487
H 6.905 1.915 -2.038 -0.1091 -0.1187 0.0179 0.486
H 6.891 4.042 -3.283 -0.0276 -0.0268 0.0007 0.406
H 4.803 4.849 -4.340 0.0094 -0.0334 0.0149 0.407
H 2.724 3.542 -4.121 -0.0233 -0.1278 0.0564 0.444
C -2.826 8.025 0.574 0.1061 0.0182 -0.0998 -0.808
C -2.968 9.177 -0.199 0.0099 -0.0628 -0.0533 -0.656
C -2.009 10.176 -0.140 -0.1279 -0.0508 -0.1036 -0.600
C -0.910 10.033 0.701 -0.0974 -0.1996 0.0734 0.255
C -0.780 8.891 1.492 -0.0978 0.1171 -0.1432 0.190
C -1.736 7.883 1.418 -0.1471 -0.1589 -0.0648 -0.468
C 0.365 8.746 2.433 0.2015 -0.3415 0.3782 0.434
O 0.477 7.747 3.116 -0.0575 0.0162 -0.1299 -0.677
C 1.358 9.845 2.521 -0.0124 0.1367 -0.0708 0.247
C 2.402 9.752 3.433 0.1788 -0.0011 0.1262 -0.527
C 3.344 10.766 3.515 -0.0267 0.0366 -0.0547 -0.535
C 3.251 11.875 2.679 -0.0527 -0.0785 0.0123 -0.540
C 2.209 11.976 1.771 0.1419 0.1088 0.0460 -0.612
C 1.254 10.968 1.694 0.0167 -0.1201 0.0872 0.240
C 0.124 11.105 0.742 0.1205 0.5078 -0.2148 0.566
O 0.035 12.071 0.012 -0.0637 -0.1267 0.0067 -0.654
H -3.574 7.241 0.520 -0.0458 0.0657 0.0624 0.714
H -3.828 9.291 -0.849 0.0050 -0.0032 0.0405 0.520
H -2.118 11.067 -0.744 0.1354 0.0217 0.0877 0.500
H -1.630 6.990 2.022 0.1142 0.1098 0.0676 0.525
H 2.482 8.891 4.085 -0.1195 -0.0265 -0.0927 0.567
H 4.154 10.693 4.230 -0.0163 -0.0228 -0.0404 0.431
H 3.991 12.662 2.740 -0.0270 -0.0263 -0.0030 0.417
H 2.137 12.842 1.125 -0.1253 -0.0827 -0.0205 0.478
C 3.951 4.041 4.669 0.0507 0.0718 -0.0104 -0.588
C 3.809 5.192 3.899 0.0508 -0.0424 0.0322 -0.500
C 4.769 6.189 3.957 -0.2186 -0.0295 -0.1233 -0.624
C 5.870 6.046 4.794 -0.0226 -0.1156 0.0820 0.277
C 6.000 4.903 5.584 -0.0675 0.0918 -0.1060 0.213
C 5.043 3.897 5.510 -0.1710 -0.0964 -0.0492 -0.558
C 7.146 4.757 6.522 0.0781 -0.4069 0.2960 0.555
O 7.261 3.761 7.206 -0.0235 0.0713 -0.0602 -0.656
C 8.140 5.858 6.609 0.0229 0.1578 -0.0532 0.195
C 9.186 5.765 7.519 0.1631 0.0296 0.1097 -0.571
C 10.127 6.779 7.600 -0.0510 0.0236 -0.0689 -0.467
C 10.032 7.888 6.765 -0.0411 -0.0650 0.0121 -0.481
C 8.988 7.989 5.860 0.1465 0.1067 0.0621 -0.536
C 8.034 6.980 5.784 0.0432 -0.1002 0.0858 0.204
C 6.901 7.117 4.834 -0.0031 0.4157 -0.2790 0.554
O 6.813 8.087 4.106 -0.0337 -0.0597 0.0675 -0.683
H 3.205 3.258 4.617 0.0250 0.0239 0.0110 0.412
H 2.948 5.309 3.251 0.0181 0.0171 0.0351 0.440
H 4.658 7.080 3.352 0.1541 0.0111 0.0640 0.587
H 5.149 3.004 6.113 0.1180 0.0988 0.0465 0.482
H 9.265 4.902 8.168 -0.1187 -0.0298 -0.1026 0.469
H 10.938 6.706 8.314 -0.0268 -0.0046 -0.0259 0.404
H 10.772 8.677 6.825 -0.0259 -0.0255 -0.0033 0.402
H 8.914 8.855 5.214 -0.1231 -0.0875 -0.0267 0.472
C -2.404 -3.098 -5.280 -0.0530 -0.0477 0.0283 -0.625
C -3.275 -3.795 -6.112 0.0082 0.0051 0.0764 -0.460
C -3.985 -4.879 -5.623 0.0116 0.1022 -0.1791 -0.633
C -3.821 -5.279 -4.301 0.1333 0.1201 0.0323 0.413
C -2.930 -4.594 -3.473 -0.0698 -0.0208 -0.1067 0.171
C -2.232 -3.496 -3.964 0.0456 0.1396 -0.1337 -0.688
C -2.706 -5.038 -2.071 0.2852 0.1687 0.3038 0.536
O -1.933 -4.437 -1.349 -0.0098 0.0511 -0.0434 -0.701
C -3.436 -6.231 -1.575 -0.0695 -0.0983 -0.0426 0.212
C -3.197 -6.696 -0.286 -0.0081 -0.0999 0.1590 -0.472
C -3.883 -7.801 0.191 -0.0306 0.0312 -0.0806 -0.753
C -4.819 -8.443 -0.614 0.0472 0.0800 0.0460 -0.306
C -5.057 -7.988 -1.901 -0.0515 -0.1472 0.1245 -0.735
C -4.362 -6.888 -2.389 0.0846 0.0540 0.0967 0.076
C -4.602 -6.433 -3.783 -0.3540 -0.2941 -0.2589 0.541
O -5.416 -6.994 -4.488 0.0742 0.0620 0.0360 -0.655
H -1.855 -2.246 -5.662 0.0013 -0.0413 0.0030 0.457
H -3.399 -3.491 -7.144 0.0006 -0.0168 0.0324 0.401
H -4.666 -5.417 -6.271 -0.0160 -0.0639 0.1456 0.485
H -1.550 -2.956 -3.320 -0.0268 -0.1416 0.0763 0.735
H -2.471 -6.197 0.344 -0.0139 0.0794 -0.1275 0.463
H -3.691 -8.164 1.193 -0.0086 0.0138 -0.0336 0.420
H -5.359 -9.303 -0.238 0.0353 0.0189 -0.0150 0.475
H -5.783 -8.492 -2.527 0.0576 0.1201 -0.0883 0.650
C -5.063 -11.615 -2.206 -0.0376 -0.0544 0.0373 -0.263
C -6.266 -11.637 -1.506 0.0801 -0.0490 -0.0011 -0.727
C -6.443 -12.523 -0.456 -0.1271 0.1703 -0.0775 -0.493
C -5.421 -13.400 -0.107 0.1227 0.0344 -0.1298 0.252
C -4.224 -13.393 -0.824 -0.1568 0.0558 0.0491 0.212
C -4.045 -12.491 -1.867 -0.0266 0.1475 -0.1375 -0.664
C -3.139 -14.357 -0.496 0.4466 -0.0359 -0.2308 0.491
O -2.096 -14.348 -1.118 -0.0842 0.0245 0.0384 -0.660
C -3.361 -15.334 0.601 -0.1222 -0.0525 0.0989 0.213
C -2.381 -16.279 0.884 0.1120 -0.1478 0.0776 -0.549
C -2.572 -17.187 1.913 -0.0686 0.0557 0.0061 -0.473
C -3.739 -17.150 2.671 0.0328 0.0424 -0.0636 -0.465
C -4.721 -16.214 2.389 0.0217 -0.1497 0.1243 -0.574
C -4.540 -15.309 1.348 0.1404 -0.0261 -0.0574 0.197
C -5.616 -14.333 1.034 -0.4242 -0.0348 0.2983 0.558
O -6.637 -14.301 1.691 0.0752 0.0213 -0.0620 -0.660
H -4.923 -10.915 -3.022 0.0059 -0.0361 0.0141 0.461
H -7.067 -10.960 -1.781 0.0107 -0.0314 0.0042 0.433
H -7.378 -12.536 0.091 0.0968 -0.1069 0.0742 0.472
H -3.112 -12.475 -2.416 0.0072 -0.1267 0.0956 0.490
H -1.471 -16.309 0.299 -0.0815 0.1279 -0.0477 0.467
H -1.810 -17.926 2.129 -0.0213 0.0290 -0.0090 0.400
H -3.883 -17.856 3.479 0.0007 0.0237 -0.0278 0.400
H -5.630 -16.190 2.977 -0.0176 0.1044 -0.1156 0.471
```
Forces are in eV/Å.

***

Record 2
The following is a DFT calculation (wB97M-V/def2-TZVPD) of 2 unconnected molecules or ions with the total composition C30H35N2O at a distorted geometry.

Multiplicity   1
Max |F|   1.94 eV/A
Net charge   +1
HOMO-LUMO gap   3.232 eV
Energy above the lowest of the compared OMol25 structures with the same formula, charge and spin   150.8 kJ/mol

```
68
Properties=species:S:1:pos:R:3:forces:R:3:mulliken_charge:R:1
C 2.707 0.287 3.439 0.9234 -0.5330 -0.1244 -0.528
O 1.342 0.640 3.142 -1.4819 -1.2390 -0.1878 -0.271
C 0.473 -0.325 3.046 0.1319 1.3361 1.1986 -0.044
C -0.906 -0.022 3.229 -0.3496 0.0299 -0.3596 0.770
C -1.858 -1.077 3.327 0.1344 0.3072 -0.3521 -0.432
C -3.215 -0.775 3.412 0.0160 -0.0970 0.1363 -0.569
C -3.653 0.561 3.427 0.7585 -0.3437 0.1661 -0.336
C -2.706 1.598 3.403 0.1141 0.2412 0.0699 -0.514
C -1.351 1.329 3.312 0.0912 -0.3398 -0.1441 -0.321
H 3.243 1.228 3.541 -0.0878 -0.1422 -0.0492 0.259
H 2.732 -0.277 4.381 -0.0264 0.2563 -0.2719 0.366
H 3.121 -0.317 2.617 -0.0927 0.2170 0.1341 0.154
H 0.827 -1.360 2.978 0.0424 0.2116 -0.1287 0.419
H -1.489 -2.107 3.322 -0.3206 0.2816 -0.0478 0.383
H -3.951 -1.577 3.489 0.2921 0.2123 -0.0614 0.389
H -4.716 0.792 3.508 0.3288 -0.0908 -0.0897 0.402
H -3.037 2.632 3.475 0.0498 -0.2363 -0.0765 0.389
H -0.597 2.118 3.282 -0.4220 -0.1382 0.0035 0.430
C 3.175 3.847 -4.118 -0.1082 0.3281 -0.1599 -1.498
C 3.616 2.536 -3.536 0.2168 -0.1617 0.1655 0.737
C 4.899 2.395 -2.993 -0.2801 -0.3380 -0.0327 -0.706
C 5.316 1.195 -2.409 -0.7002 0.2873 0.0712 0.697
C 6.716 1.084 -1.892 0.4551 0.1191 0.2188 -1.887
C 4.395 0.134 -2.328 0.5316 0.2827 -0.6408 -0.191
N 4.843 -1.104 -1.781 -0.1540 -0.0653 0.2435 0.485
C 4.112 -1.901 -0.924 -1.5513 0.3549 0.3360 1.294
C 3.005 -1.536 -0.187 1.0969 0.0478 -0.0796 -2.432
N 4.603 -3.184 -1.074 -0.0138 -0.2419 0.3416 0.542
C 3.815 -4.324 -0.746 -0.4440 0.0539 0.0364 0.224
C 3.169 -5.027 -1.777 -0.4268 -0.0724 0.6197 1.043
C 3.455 -4.761 -3.224 -0.1859 -0.1411 -0.5465 -1.326
C 2.173 -5.942 -1.412 0.5472 0.2487 0.0000 -0.980
C 1.853 -6.181 -0.073 0.1884 0.1911 -0.0297 0.577
C 0.770 -7.163 0.262 -0.2691 -0.2382 0.0856 -1.493
C 2.553 -5.496 0.925 0.0896 0.0835 -0.3310 -1.064
C 3.546 -4.562 0.604 -0.2070 -0.3667 -0.3354 0.446
C 4.316 -3.822 1.654 0.2139 -0.0699 0.5971 -1.035
C 5.640 -3.163 -1.983 0.8748 0.6433 -0.6543 -1.208
C 5.820 -1.890 -2.386 0.0723 -0.9153 -0.4886 -0.316
C 3.161 0.202 -2.992 0.0573 0.3211 -0.0413 1.369
C 2.295 -1.005 -3.199 -0.6708 -0.1210 -0.1202 -1.192
C 2.771 1.427 -3.549 0.3376 -0.1862 0.3229 -1.209
H 2.136 3.799 -4.456 0.1371 -0.0051 0.0347 0.348
H 3.246 4.657 -3.382 0.0095 -0.1626 -0.0856 0.337
H 3.789 4.144 -4.977 -0.0711 -0.1182 0.1646 0.335
H 5.595 3.234 -3.025 -0.1346 -0.1490 -0.0124 0.437
H 6.927 0.106 -1.454 -0.0051 0.2503 0.0084 0.376
H 7.435 1.253 -2.708 -0.1723 -0.0603 0.2173 0.356
H 6.911 1.851 -1.130 -0.0301 -0.1761 -0.1769 0.407
H 2.527 -2.277 0.434 -0.2576 0.1712 -0.1987 0.509
H 2.660 -0.516 -0.270 -0.1260 -0.0416 0.1104 0.281
H 2.817 -5.410 -3.838 0.2033 0.1392 0.1175 0.431
H 3.222 -3.724 -3.515 0.2443 -0.3232 0.2229 0.067
H 4.500 -4.976 -3.488 -0.3863 0.1271 0.0336 0.328
H 1.631 -6.457 -2.206 0.1011 0.0289 0.2243 0.379
H 0.592 -7.204 1.339 0.0135 -0.0154 -0.0787 0.360
H -0.176 -6.897 -0.226 0.1759 0.0010 0.0685 0.338
H 1.022 -8.177 -0.074 0.0195 0.2121 0.0688 0.337
H 2.313 -5.673 1.973 0.0692 -0.0500 -0.1586 0.309
H 4.057 -4.207 2.648 0.1102 0.0140 -0.1687 0.439
H 5.400 -3.945 1.512 -0.3366 0.0438 0.0279 0.298
H 4.102 -2.746 1.649 0.1237 -0.2135 -0.0765 0.047
H 6.163 -4.054 -2.289 0.0583 0.0688 0.2248 0.666
H 6.521 -1.479 -3.095 -0.0978 -0.0618 0.0963 0.632
H 1.362 -0.696 -3.690 0.2612 -0.1086 0.0091 0.424
H 2.770 -1.759 -3.849 -0.0050 0.3552 0.2608 0.097
H 2.013 -1.489 -2.254 0.1614 0.0572 -0.3254 0.333
H 1.790 1.492 -4.014 0.1623 0.0391 -0.0022 0.305
```
Forces are in eV/Å.

***

- What is the multiplicity in the first record?
  1